# 1
{
  "formula": "C6H6O2",
  "method": "the ωB97M-V functional and the def2-TZVPD basis",
  "smiles": "O=C1[C@H]2C=C[C@@H]1[C@@H]2O",
  "lumo_ev": 0.817,
  "symbols": ["O", "C", "C", "C", "C", "C", "C", "O", "H", "H", "H", "H", "H", "H"],
  "positions_angstrom": [[-1.49, -1.50, -1.61], [-0.78, -0.71, -1.04], [-0.77, 0.69, -0.37], [-0.79, 0.19, 1.00], [0.12, -0.82, 1.06], [0.62, -0.87, -0.33], [0.70, 0.71, -0.64], [1.47, 1.50, 0.17], [-1.41, 1.50, -0.59], [-1.54, 0.35, 1.81], [0.28, -1.55, 1.86], [1.38, -1.56, -0.62], [0.95, 0.90, -1.72], [1.25, 1.16, 1.02]],
  "mulliken_charge": [-0.560, 0.597, -0.347, -0.654, -0.597, -0.282, -0.309, -0.607, 0.553, 0.353, 0.415, 0.539, 0.455, 0.445]
}


# 2
{
  "formula": "C6H6O2",
  "method": "the ωB97M-V functional and the def2-TZVPD basis",
  "smiles": "C#C/C(C=O)=C\\OC",
  "lumo_ev": 0.214,
  "symbols": ["C", "C", "C", "C", "O", "C", "O", "C", "H", "H", "H", "H", "H", "H"],
  "positions_angstrom": [[-2.06, -0.28, 1.89], [-1.26, -0.05, 1.06], [-0.31, 0.45, 0.17], [-0.16, 2.06, 0.25], [0.62, 2.58, -0.42], [0.54, -0.34, -0.48], [0.49, -1.71, -0.37], [1.32, -2.14, -1.40], [-2.52, -0.88, 2.61], [-1.13, 2.45, 0.73], [1.47, 0.29, -1.05], [1.44, -1.38, -2.42], [1.13, -3.34, -1.73], [2.35, -2.25, -0.76]],
  "mulliken_charge": [0.108, -0.695, -0.010, 0.005, -0.405, 0.120, -0.305, -0.595, 0.430, 0.277, 0.300, 0.268, 0.229, 0.273]
}


# 3
{
  "formula": "C6H6O2",
  "method": "the ωB97M-V functional and the def2-TZVPD basis",
  "smiles": "C1=C[C@H]2O[C@@H]2[C@H]2O[C@H]12",
  "lumo_ev": 0.420,
  "symbols": ["C", "C", "C", "O", "C", "C", "O", "C", "H", "H", "H", "H", "H", "H"],
  "positions_angstrom": [[0.43, -0.24, 1.33], [-0.93, -0.32, 1.10], [-1.11, -0.58, -0.47], [-1.77, -0.05, -1.55], [-0.51, 0.57, -1.22], [0.91, 0.17, -1.00], [2.23, 0.56, -0.74], [1.25, 0.63, 0.30], [0.80, -0.51, 2.44], [-1.66, -0.89, 1.74], [-0.78, -1.57, -0.70], [-0.98, 1.53, -0.77], [0.95, -0.96, -0.95], [1.16, 1.66, 0.47]],
  "mulliken_charge": [-0.318, -0.426, -0.121, -0.433, -0.058, 0.082, -0.453, -0.124, 0.249, 0.317, 0.378, 0.317, 0.241, 0.348]
}


# 4
{
  "formula": "C6H6O2",
  "method": "the ωB97M-V functional and the def2-TZVPD basis",
  "smiles": "C1=C[C@@H]2O[C@H]2[C@H]2O[C@@H]12",
  "lumo_ev": 0.900,
  "symbols": ["C", "C", "C", "O", "C", "C", "O", "C", "H", "H", "H", "H", "H", "H"],
  "positions_angstrom": [[-1.25, 0.68, -0.24], [-1.48, -0.43, 0.46], [-0.25, -1.35, 0.13], [0.71, -2.10, 0.93], [0.88, -0.62, 0.91], [1.32, 0.32, -0.17], [0.84, 0.29, -1.49], [0.07, 1.12, -0.66], [-2.00, 1.45, -0.42], [-2.34, -0.90, 0.74], [0.17, -1.34, -0.91], [0.75, -0.12, 1.84], [2.19, 0.85, -0.14], [0.40, 2.16, -0.99]],
  "mulliken_charge": [-0.381, -0.839, 0.042, -0.419, -0.240, -0.353, -0.425, 0.165, 0.362, 0.477, 0.299, 0.327, 0.611, 0.374]
}


# 5
{
  "formula": "C6H6O2",
  "method": "the ωB97M-V functional and the def2-TZVPD basis",
  "smiles": "C=C1C=CCC(=O)O1",
  "lumo_ev": 0.645,
  "symbols": ["C", "C", "C", "C", "C", "C", "O", "O", "H", "H", "H", "H", "H", "H"],
  "positions_angstrom": [[0.96, 1.36, -1.78], [0.41, 0.67, -0.83], [0.22, -0.83, -0.82], [-0.22, -1.48, 0.27], [-0.70, -0.79, 1.46], [-0.66, 0.76, 1.25], [-1.22, 1.42, 2.08], [0.02, 1.35, 0.27], [1.01, 0.73, -2.75], [1.05, 2.40, -1.91], [0.91, -1.22, -1.65], [-0.12, -2.61, 0.31], [0.10, -0.87, 2.38], [-1.75, -0.90, 1.70]],
  "mulliken_charge": [-0.831, 0.812, -0.525, -0.232, -0.236, 0.357, -0.557, -0.338, 0.182, 0.363, 0.202, 0.300, 0.221, 0.282]
}


# 6
{
  "formula": "C6H6O2S",
  "method": "the ωB97M-V functional and the def2-TZVPD basis",
  "lumo_ev": -2.523,
  "symbols": ["C", "C", "C", "C", "C", "C", "O", "O", "S", "H", "H", "H", "H", "H", "H"],
  "positions_angstrom": [[2.25, -0.47, -1.17], [1.04, -1.00, -0.78], [2.41, 0.68, -0.48], [0.48, -0.14, 0.13], [-1.81, -1.04, 0.71], [-0.65, -0.13, 0.92], [-1.92, -1.95, -0.06], [1.30, 0.93, 0.23], [-2.94, 1.01, -0.50], [3.06, -1.06, -1.57], [0.47, -1.79, -1.21], [3.16, 1.32, -0.44], [-2.70, -0.89, 1.51], [-0.66, 0.61, 1.60], [-2.04, 1.95, -0.84]],
  "mulliken_charge": [-0.673, -0.089, -0.196, 0.576, -0.070, -0.756, -0.515, -0.334, -0.265, 0.356, 0.498, 0.569, 0.338, 0.475, 0.085]
}


# 7
{
  "formula": "C6H6O3S",
  "method": "the ωB97M-V functional and the def2-TZVPD basis",
  "smiles": "O=C1C=CCC(=O)C1=S.O",
  "lumo_ev": -2.187,
  "symbols": ["O", "C", "C", "C", "C", "C", "O", "C", "S", "H", "H", "H", "H", "O", "H", "H"],
  "positions_angstrom": [[-1.64, 2.14, 0.37], [-0.88, 1.19, 0.39], [0.58, 1.34, 0.53], [1.48, 0.40, 0.45], [1.12, -1.03, 0.15], [-0.18, -1.23, 0.91], [-0.28, -1.98, 1.82], [-1.26, -0.26, 0.48], [-2.76, -0.86, 0.00], [0.89, 2.23, 0.93], [2.50, 0.55, 0.73], [0.93, -1.21, -0.94], [1.83, -1.81, 0.53], [-0.40, 0.11, -2.09], [-1.07, -0.20, -1.51], [-0.85, 0.62, -2.75]],
  "mulliken_charge": [-0.557, 0.665, -0.238, -0.406, -0.521, 0.428, -0.489, -0.336, -0.065, 0.493, 0.404, 0.274, 0.357, -0.593, 0.262, 0.323]
}


# 8
{
  "formula": "C6H6O3S",
  "method": "the ωB97M-V functional and the def2-TZVPD basis",
  "smiles": "O=C1C=CC[C@@]2(O)S[C@@]12O",
  "lumo_ev": -0.541,
  "symbols": ["O", "C", "C", "C", "C", "C", "O", "S", "C", "O", "H", "H", "H", "H", "H", "H"],
  "positions_angstrom": [[2.65, -0.65, -1.34], [1.75, -0.28, -0.59], [1.58, -0.29, 0.80], [0.35, -0.01, 1.36], [-0.94, 0.16, 0.66], [-0.75, 0.49, -0.77], [-1.82, 0.26, -1.52], [0.35, 2.14, -1.11], [0.50, 0.31, -1.38], [0.55, -0.07, -2.66], [2.40, -0.50, 1.45], [0.16, 0.13, 2.39], [-1.41, -0.90, 0.81], [-1.64, 0.88, 1.04], [-1.47, 0.20, -2.46], [1.54, -0.37, -2.91]],
  "mulliken_charge": [-0.653, 0.852, -0.596, -0.476, -0.439, -0.425, -0.596, -0.238, 0.891, -0.701, 0.439, 0.464, 0.299, 0.365, 0.398, 0.416]
}


# 9
{
  "formula": "C6H6O4",
  "method": "the ωB97M-V functional and the def2-TZVPD basis",
  "smiles": "O=C(O)/C=C\\C=C\\C(=O)O",
  "lumo_ev": -1.057,
  "symbols": ["O", "C", "O", "C", "C", "C", "C", "C", "O", "O", "H", "H", "H", "H", "H", "H"],
  "positions_angstrom": [[0.54, 0.89, 2.04], [-0.65, 0.74, 2.14], [-1.32, 0.76, 3.35], [-1.62, 0.59, 1.04], [-1.22, 0.30, -0.21], [0.11, -0.09, -0.67], [0.40, -0.40, -1.94], [1.61, -1.08, -2.21], [1.77, -1.82, -3.14], [2.67, -0.98, -1.38], [-0.63, 0.94, 4.02], [-2.64, 0.85, 1.29], [-2.06, 0.31, -0.98], [0.93, -0.36, 0.01], [-0.36, -0.26, -2.69], [2.46, -0.39, -0.67]],
  "mulliken_charge": [-0.534, 0.538, -0.464, -0.530, -0.409, -0.015, -0.044, 0.437, -0.542, -0.429, 0.347, 0.383, 0.215, 0.334, 0.400, 0.313]
}


# 10
{
  "formula": "C6H6O5Pt",
  "method": "the ωB97M-V functional and the def2-TZVPD basis",
  "spin_multiplicity": 3,
  "charge": 2,
  "s_squared": 2.01,
  "lumo_ev": [-8.917, -13.135],
  "symbols": ["Pt", "O", "C", "C", "O", "C", "O", "C", "O", "C", "H", "H", "C", "H", "H", "O", "H", "H"],
  "positions_angstrom": [[-0.10, 0.02, -0.60], [0.03, 3.02, 0.36], [0.01, 1.93, 0.02], [-0.17, -1.93, -0.08], [-0.26, -3.04, 0.21], [1.90, -0.08, -0.34], [3.01, -0.10, -0.03], [-2.10, 0.10, -0.28], [-3.18, 0.19, 0.11], [-0.04, 0.80, -2.69], [-0.94, 1.38, -2.93], [0.91, 1.30, -2.91], [-0.11, -0.64, -2.66], [0.79, -1.22, -2.87], [-1.06, -1.12, -2.89], [0.20, -0.17, 5.53], [0.52, -0.97, 5.99], [0.58, 0.55, 6.06]],
  "mulliken_charge": [1.263, -0.125, 0.279, 0.262, -0.127, 0.154, -0.144, 0.174, -0.131, -0.548, 0.376, 0.383, -0.632, 0.411, 0.403, -0.671, 0.336, 0.337]
}


# 11
{
  "formula": "C6H6S2",
  "method": "the ωB97M-V functional and the def2-TZVPD basis",
  "smiles": "C#CC(=S)CCC=S",
  "lumo_ev": -1.061,
  "symbols": ["C", "C", "C", "S", "C", "C", "C", "S", "H", "H", "H", "H", "H", "H"],
  "positions_angstrom": [[-0.66, -2.52, -1.31], [-0.28, -1.39, -1.43], [0.07, 0.04, -1.44], [1.12, 0.55, -2.58], [-0.44, 1.01, -0.36], [0.34, 1.18, 0.89], [0.35, -0.15, 1.68], [1.68, -0.71, 2.33], [-1.14, -3.41, -1.11], [-0.53, 2.07, -0.65], [-1.40, 0.75, -0.01], [1.39, 1.34, 0.66], [0.03, 1.99, 1.56], [-0.54, -0.78, 1.75]],
  "mulliken_charge": [0.171, -0.547, 0.001, -0.186, -0.654, -0.543, -0.246, -0.235, 0.478, 0.333, 0.385, 0.350, 0.380, 0.311]
}


# 12
{
  "formula": "C6H6S2",
  "method": "the ωB97M-V functional and the def2-TZVPD basis",
  "lumo_ev": [-0.465, -0.510],
  "symbols": ["C", "C", "C", "C", "C", "C", "S", "S", "H", "H", "H", "H", "H", "H"],
  "positions_angstrom": [[0.08, -1.02, -0.31], [0.02, 0.29, -0.04], [-4.02, 0.62, 0.32], [-1.43, 0.26, -0.35], [-1.37, -1.18, -0.54], [0.82, 1.36, 0.63], [-4.76, -0.78, 0.33], [-2.65, 1.39, -0.52], [1.03, -1.52, -0.44], [-1.61, -1.46, -1.60], [-1.78, -1.65, 0.31], [0.91, 2.39, 0.02], [1.88, 1.14, 0.64], [0.29, 1.63, 1.52]],
  "mulliken_charge": [-0.907, 0.623, 0.082, -0.123, -0.015, -1.104, -0.202, -0.099, 0.384, 0.199, 0.289, 0.259, 0.342, 0.275]
}


# 13
{
  "formula": "C6H7BrN2OS",
  "method": "the ωB97M-V functional and the def2-TZVPD basis",
  "smiles": "[H]/N=[N+](\\[O-])[C@H]1CCC=C(Br)C1=S",
  "lumo_ev": -1.032,
  "symbols": ["H", "N", "N", "O", "C", "C", "C", "C", "C", "Br", "C", "S", "H", "H", "H", "H", "H", "H"],
  "positions_angstrom": [[1.44, -3.35, -1.25], [0.92, -2.79, -0.61], [0.84, -1.58, -0.70], [1.09, -0.86, -1.69], [0.32, -0.87, 0.59], [1.07, 0.52, 0.71], [0.53, 1.57, -0.28], [-1.01, 1.76, -0.16], [-1.76, 0.67, 0.04], [-3.69, 0.80, 0.01], [-1.31, -0.67, 0.30], [-2.22, -1.89, 0.69], [0.31, -1.40, 1.49], [2.10, 0.39, 0.61], [0.94, 0.80, 1.77], [0.86, 1.52, -1.34], [0.92, 2.57, 0.17], [-1.32, 2.79, -0.36]],
  "mulliken_charge": [0.249, -0.925, 1.161, -0.635, -0.225, -1.016, -0.454, -0.299, 0.134, -0.178, -0.006, -0.216, 0.569, 0.392, 0.366, 0.329, 0.332, 0.421]
}


# 14
{
  "formula": "C6H7Cl",
  "method": "the ωB97M-V functional and the def2-TZVPD basis",
  "lumo_ev": 0.852,
  "symbols": ["C", "C", "C", "C", "C", "C", "Cl", "H", "H", "H", "H", "H", "H", "H"],
  "positions_angstrom": [[-1.58, 0.18, -0.56], [-0.73, 0.05, -1.54], [-0.77, -0.20, 0.60], [-1.09, -0.23, 1.87], [0.49, -0.46, -0.18], [1.74, 0.40, -0.44], [1.08, -2.11, 0.11], [-2.48, 0.80, -0.50], [-0.54, 0.44, -2.51], [-0.46, -0.55, 2.69], [-2.10, -0.11, 2.08], [2.13, 0.18, -1.48], [2.64, 0.20, 0.16], [1.67, 1.41, -0.30]],
  "mulliken_charge": [-0.339, -0.532, 0.049, -0.907, 0.923, -1.403, -0.223, 0.312, 0.399, 0.304, 0.298, 0.316, 0.411, 0.393]
}


# 15
{
  "formula": "C6H7Cl",
  "method": "the ωB97M-V functional and the def2-TZVPD basis",
  "spin_multiplicity": 3,
  "s_squared": 2.01,
  "lumo_ev": [0.967, -1.617],
  "symbols": ["C", "C", "C", "C", "C", "C", "Cl", "H", "H", "H", "H", "H", "H", "H"],
  "positions_angstrom": [[-1.21, 0.16, -0.17], [-0.90, 1.48, -0.10], [0.00, -0.59, -0.07], [1.03, 0.28, 0.18], [0.60, 1.71, 0.17], [-0.05, -2.07, -0.02], [2.71, -0.14, 0.33], [-2.08, -0.31, -0.40], [-1.59, 2.36, -0.17], [0.99, 2.40, -0.65], [0.82, 2.08, 1.08], [0.20, -2.48, -1.04], [-1.09, -2.25, 0.12], [0.56, -2.60, 0.73]],
  "mulliken_charge": [-0.481, -0.734, 0.567, 0.049, -0.391, -1.185, -0.198, 0.517, 0.370, 0.241, 0.311, 0.257, 0.341, 0.335]
}


# 16
{
  "formula": "C6H7Cl2Fe2NO4",
  "method": "the ωB97M-V functional and the def2-TZVPD basis",
  "spin_multiplicity": 11,
  "charge": 4,
  "s_squared": 30.04,
  "lumo_ev": [-15.084, -18.837],
  "symbols": ["Fe", "Fe", "Cl", "Cl", "C", "C", "C", "O", "O", "O", "C", "N", "C", "C", "O", "H", "H", "H", "H", "H", "H", "H"],
  "positions_angstrom": [[-0.14, -0.47, -5.23], [0.80, 1.11, -0.58], [-1.44, -1.69, -4.08], [0.43, 2.05, -2.50], [2.29, 2.58, -0.27], [0.95, -1.65, -6.12], [0.44, 1.28, -5.56], [2.64, 3.61, 0.11], [1.45, -2.70, -6.18], [1.07, 2.17, -5.97], [-0.53, -1.89, 2.77], [-0.62, -0.44, 2.94], [-1.25, 0.11, 4.13], [-0.23, 0.39, 1.98], [0.26, -0.02, 0.89], [-0.88, -2.32, 3.70], [0.51, -2.17, 2.57], [-1.15, -2.21, 1.93], [-0.60, 0.86, 4.59], [-2.18, 0.63, 3.87], [-1.46, -0.70, 4.82], [-0.36, 1.46, 2.18]],
  "mulliken_charge": [0.425, 0.540, 0.110, -0.239, 0.556, 0.569, 0.719, -0.032, 0.076, 0.035, -0.611, 0.089, -0.510, 0.271, -0.567, 0.328, 0.355, 0.355, 0.385, 0.403, 0.263, 0.480]
}


# 17
{
  "formula": "C6H7Cl2O2",
  "method": "the ωB97M-V functional and the def2-TZVPD basis",
  "charge": -1,
  "lumo_ev": 3.456,
  "symbols": ["C", "C", "C", "C", "C", "C", "O", "O", "Cl", "Cl", "H", "H", "H", "H", "H", "H", "H"],
  "positions_angstrom": [[2.48, 1.01, -0.33], [-0.28, 0.95, 0.91], [0.47, 0.93, -0.43], [-0.39, -0.24, -0.06], [0.26, -1.52, 0.30], [-1.83, -0.38, -0.57], [2.98, -0.08, -0.24], [2.79, 2.16, -0.52], [0.57, 0.67, 2.39], [-0.25, 2.10, -1.61], [-1.27, 1.48, 0.95], [-0.15, -1.99, 1.06], [1.25, -1.28, 0.50], [0.11, -2.34, -0.46], [-2.49, 0.48, -0.66], [-2.35, -0.91, 0.19], [-1.87, -1.07, -1.41]],
  "mulliken_charge": [0.624, -0.531, 0.146, 1.207, -1.779, -1.715, -0.585, -0.587, -0.230, -0.290, 0.342, 0.500, 0.361, 0.367, 0.339, 0.441, 0.389]
}


# 18
{
  "formula": "C6H7ClN2O",
  "method": "the ωB97M-V functional and the def2-TZVPD basis",
  "smiles": "Cl[C@@H]1C=CC=CC1.N#[N+][O-]",
  "lumo_ev": 0.504,
  "symbols": ["Cl", "C", "C", "C", "C", "C", "C", "H", "H", "H", "H", "H", "H", "H", "N", "N", "O"],
  "positions_angstrom": [[-0.40, 1.04, -2.35], [0.73, 1.11, -0.88], [1.55, -0.08, -1.01], [1.20, -1.18, -0.32], [-0.01, -1.16, 0.51], [-0.68, -0.07, 0.82], [-0.35, 1.28, 0.25], [1.31, 2.13, -1.06], [2.48, -0.14, -1.67], [1.76, -2.06, -0.28], [-0.07, -2.15, 0.93], [-1.57, -0.22, 1.36], [0.00, 1.93, 1.15], [-1.21, 1.77, -0.19], [-4.97, 0.99, -0.89], [-4.99, 0.14, -0.17], [-5.02, -0.67, 0.69]],
  "mulliken_charge": [-0.240, 0.145, -0.475, -0.277, -0.362, -0.431, -0.718, 0.335, 0.266, 0.435, 0.300, 0.462, 0.282, 0.276, -0.273, 0.777, -0.501]
}


# 19
{
  "formula": "C6H7ClN2O",
  "method": "the ωB97M-V functional and the def2-TZVPD basis",
  "smiles": "CC(=O)[C@@H](Cl)c1ncc[nH]1",
  "lumo_ev": 0.649,
  "symbols": ["C", "C", "O", "C", "Cl", "C", "N", "C", "C", "N", "H", "H", "H", "H", "H", "H", "H"],
  "positions_angstrom": [[-0.33, 2.92, 0.65], [-0.12, 1.72, -0.14], [0.51, 1.65, -1.16], [-0.60, 0.43, 0.57], [-2.37, 0.55, 0.22], [0.10, -0.92, 0.08], [0.36, -1.89, 0.94], [0.75, -2.93, 0.18], [0.90, -2.59, -1.12], [0.39, -1.26, -1.22], [0.11, 3.83, 0.29], [-1.46, 3.09, 0.62], [-0.09, 2.60, 1.67], [-0.30, 0.59, 1.63], [0.96, -3.80, 0.62], [1.33, -3.24, -1.90], [-0.12, -0.77, -1.93]],
  "mulliken_charge": [-1.257, 0.587, -0.549, 0.113, -0.177, 0.023, -0.580, -0.288, -0.409, -0.055, 0.355, 0.337, 0.324, 0.427, 0.528, 0.361, 0.260]
}


# 20
{
  "formula": "C6H7ClNO2",
  "method": "the ωB97M-V functional and the def2-TZVPD basis",
  "charge": -1,
  "lumo_ev": 3.258,
  "symbols": ["C", "C", "C", "C", "C", "C", "N", "O", "O", "Cl", "H", "H", "H", "H", "H", "H", "H"],
  "positions_angstrom": [[-2.25, 0.65, 1.84], [-0.96, 2.65, 1.09], [1.07, 0.86, 0.27], [-1.06, -0.55, -0.59], [-0.26, 0.12, 0.64], [-1.25, 1.20, 1.10], [-3.17, 0.30, 2.42], [-0.60, 3.70, 1.57], [-1.57, 2.18, -0.01], [-0.16, -0.85, 3.70], [0.87, 1.51, -0.57], [1.79, 0.09, 0.02], [1.45, 1.41, 1.12], [-0.64, -1.58, -0.84], [-1.17, -0.04, -1.58], [-2.13, -0.66, -0.11], [-0.27, -0.55, 1.53]],
  "mulliken_charge": [-0.188, 0.076, -1.600, -1.134, 1.017, 1.058, -0.540, -0.577, -0.449, -0.770, 0.340, 0.482, 0.338, 0.327, 0.261, 0.345, 0.015]
}


Relative energy (zero: lowest compared OMol25 entry of this formula, charge and spin) list, top to bottom, in eV: 1.895; 5.147; 8.334; 5.577; 1.211; 3.597; 1.825; 1.329; 1.005; 0.987; 2.542; 4.156; 0.000; 2.938; 0.000; 0.000; 0.000; 3.028; 0.551; 0.586